C30H26Br2N2O5S2SiTeW as an isolated structure. Source: the Open Molecules 2025 dataset; level of theory: ωB97M-V/def2-TZVPD.

XYZ file:
```
70
Properties=species:S:1:pos:R:3:mulliken_spin:R:1
W 0.4299 -0.1729 0.2587 0.6684
O 3.0089 3.2141 -3.3991 -0.0023
C 2.6585 2.1302 -2.6753 -0.0129
C 3.4820 0.9996 -2.6068 0.0652
C 3.0820 -0.0795 -1.8535 -0.0303
N 1.8994 -0.0265 -1.2438 0.0928
C 1.1347 1.0544 -1.2593 -0.0247
Br -2.0758 0.4001 -0.2922 0.1862
C 1.4638 2.1866 -1.9701 0.0738
H 3.8691 3.0779 -3.8114 0.0000
H 4.4300 0.9749 -3.1291 0.0038
H 3.6752 -0.9779 -1.7439 -0.0022
H 0.8559 3.0795 -1.9644 0.0031
Br -2.0349 -2.7325 1.5536 0.0118
C -0.7799 -3.9236 2.3277 -0.0003
C -1.1734 -4.6678 3.4276 -0.0024
C -0.2850 -5.5653 3.9967 -0.0006
C 0.9830 -5.7288 3.4563 0.0007
C 1.3578 -4.9893 2.3479 -0.0043
C 0.4849 -4.0641 1.7819 0.0191
C 0.9453 -3.3140 0.5659 0.0148
O 1.2293 -3.9135 -0.4506 0.0180
O 1.1050 -2.0266 0.7201 0.0436
H -2.1635 -4.5301 3.8386 -0.0002
H -0.5880 -6.1404 4.8616 -0.0002
H 1.6745 -6.4366 3.8937 0.0001
H 2.3350 -5.1234 1.9021 -0.0001
O -1.8492 0.6164 3.7756 0.0011
S -0.7844 -0.3068 3.9893 0.0016
O -1.0607 -1.6425 4.4108 0.0010
N 0.2251 -0.3078 2.6333 0.0937
C 1.4258 0.1254 2.9179 0.0165
S 2.4931 0.3555 1.6382 -0.0168
C 1.6422 0.5164 4.3339 -0.0018
C 2.7756 1.0278 4.9371 -0.0022
C 2.6907 1.3753 6.2801 0.0003
C 1.5024 1.2170 6.9879 -0.0002
C 0.3634 0.7042 6.3774 -0.0008
C 0.4694 0.3678 5.0441 0.0009
H 3.6900 1.1573 4.3732 0.0004
H 3.5573 1.7807 6.7849 0.0000
H 1.4620 1.5034 8.0306 -0.0001
H -0.5646 0.5849 6.9196 -0.0001
Te -0.7857 -1.8088 -1.8145 0.8372
C -0.5313 -0.4757 -3.4268 -0.0144
C 0.6481 -0.5626 -4.1649 -0.0077
C 0.8696 0.3047 -5.2251 0.0192
C -0.0841 1.2561 -5.5564 -0.0011
C -1.2687 1.3252 -4.8385 0.0020
C -1.4996 0.4571 -3.7797 -0.0016
H 1.3910 -1.3099 -3.9205 -0.0306
H 1.7889 0.2348 -5.7935 0.0010
H 0.0892 1.9367 -6.3800 -0.0005
H -2.0200 2.0584 -5.1022 -0.0001
H -2.4206 0.5259 -3.2177 -0.0041
C 0.5655 5.7305 1.7283 0.0012
Si -0.5854 4.4149 2.3939 -0.0009
C -2.3653 4.8837 2.0797 0.0001
C -0.2986 4.1528 4.2274 0.0005
C -0.2235 2.8303 1.5645 0.0422
C 0.0678 1.7763 1.0330 -0.0581
H 0.3976 6.6909 2.2210 0.0001
H 0.4126 5.8689 0.6560 0.0001
H 1.6074 5.4446 1.8850 0.0002
H -2.6153 5.8301 2.5649 0.0000
H -3.0350 4.1127 2.4649 0.0004
H -2.5546 4.9875 1.0095 0.0005
H -0.6269 5.0114 4.8179 -0.0001
H 0.7612 3.9809 4.4329 0.0001
H -0.8554 3.2747 4.5626 -0.0001
```

Calculated values
* <S²>: 2.02
* total charge: 0
* energy above the lowest of the compared OMol25 structures with the same formula, charge and spin: 0.850 eV
* E_LUMO (spin up / spin down): -0.6 / -1.5 eV
* 2S+1: 3